[1]
Molecular formula: C34H62ClN11O3P
Method: DFT, ωB97M-V with the def2-TZVPD basis set

Summary:
* energy relative to the best compared isomer or geometry (same formula, charge and spin): 0.000 eV
* M: 739.371 g/mol
* F_max: 1.25 eV Å⁻¹
* lowest unoccupied orbital energy: -2.3 eV
* Kohn-Sham gap: 0.3732 Ha
* charge: +1

Geometry (Å):
1 Cl -1.5133 0.7381 1.3030
2 P -3.0970 -2.1355 1.8539
3 O -3.2611 -1.2937 3.0308
4 O -4.0428 -1.7252 0.6621
5 O -3.2864 -3.6765 2.1456
6 N 1.8447 -2.4982 -2.7458
7 N -1.3441 0.2413 7.5464
8 N -0.8036 -0.7460 1.0458
9 N 1.8866 0.8539 1.5954
10 N 3.6345 1.4751 -4.1873
11 N 0.4717 -1.9376 -7.6184
12 N 7.3505 -1.7353 0.8422
13 N 0.6526 -2.2114 0.5461
14 N 1.8570 -2.7566 0.1037
15 N 0.0631 1.3759 3.8780
16 N -6.6932 -0.4383 3.1338
17 C -5.0658 -0.1741 7.4684
18 C 4.8352 -0.8842 -1.6622
19 C 4.2403 2.4448 -4.2891
20 C 1.9385 4.2717 3.9390
21 C 0.9947 -2.3322 -3.4996
22 C 7.3189 -1.7386 -0.3050
23 C 5.0449 3.6582 -4.4179
24 C -8.0929 0.0516 5.2785
25 C -2.1772 0.3185 6.7608
26 C -1.4056 0.9316 -8.1854
27 C 0.4495 -0.9037 0.6395
28 C -10.1557 0.6393 3.9002
29 C -1.3367 -1.5667 -3.7710
30 C -1.4162 -1.9809 1.2403
31 C -0.0620 0.6141 -7.5162
32 C 6.2072 3.4616 -5.3996
33 C -0.4935 -2.8875 0.9045
34 C 6.2249 -0.6704 -2.2412
35 C -1.9020 -2.5012 -2.7072
36 C 2.8537 3.5684 4.9341
37 C 7.1672 2.3606 -4.9663
38 C -3.2531 0.4162 5.7778
39 C 7.2127 -1.7414 -1.7628
40 C 0.4559 3.9389 4.1565
41 C 0.2415 -0.8145 -7.5723
42 C 2.6608 -3.3757 1.1751
43 C -9.5773 -0.2301 5.0099
44 C -0.0826 -2.1215 -4.4607
45 C -4.5781 0.8269 6.4274
46 C 0.2109 2.5081 4.0022
47 C 1.3941 0.2080 0.3717
48 C 3.6167 -2.3925 1.8603
49 C -7.2864 -0.2140 4.0892
50 C -1.4360 0.5504 -9.6603
51 H -7.7232 -0.5784 6.0878
52 H -0.1708 4.4710 3.4397
53 H 5.4218 3.9215 -3.4283
54 H 5.8082 3.2329 -6.3890
55 H -1.1797 -2.6585 -1.9005
56 H 2.0410 -3.9089 1.8944
57 H 4.4355 -1.8639 -1.9287
58 H -10.0495 1.6998 4.1351
59 H 2.0593 5.3519 4.0264
60 H 0.8802 0.9526 -0.2254
61 H 0.1389 4.2310 5.1591
62 H -0.5792 -3.9551 0.8994
63 H -1.3011 -0.5232 -9.7961
64 H -1.1010 -0.6004 -3.3190
65 H 6.5915 0.3183 -1.9582
66 H -9.7022 -1.2834 4.7544
67 H 2.7925 2.4839 4.8344
68 H 4.1437 -0.1304 -2.0388
69 H 3.5997 -1.4658 1.3007
70 H -2.2048 0.4103 -7.6548
71 H 2.2228 3.9991 2.9208
72 H 0.7487 1.1521 -8.0094
73 H 0.2734 -1.4286 -5.2181
74 H 2.5941 3.8284 5.9611
75 H -4.4747 1.8105 6.8907
76 H 4.6340 -2.7558 1.8046
77 H -0.0721 0.9172 -6.4674
78 H 3.2665 -4.1167 0.6678
79 H 1.1479 0.9510 2.2907
80 H 6.7456 4.4062 -5.4837
81 H 1.6488 -3.4281 -0.6239
82 H -3.3612 -0.5459 5.2782
83 H -2.9518 1.1413 5.0234
84 H -2.0948 -1.3867 -4.5343
85 H -0.6499 1.0645 -10.2154
86 H 6.6663 1.3921 -4.9258
87 H -6.0289 0.1369 7.8756
88 H 7.9937 2.2744 -5.6702
89 H -0.2986 -3.0678 -4.9569
90 H -4.3684 -0.2517 8.3027
91 H -4.9168 -1.5270 1.0524
92 H 4.3904 4.4642 -4.7505
93 H -5.3262 0.9234 5.6388
94 H -7.9450 1.0925 5.5714
95 H -2.8070 -2.0839 -2.2646
96 H 3.3375 -2.2226 2.8928
97 H -2.3924 0.8210 -10.1053
98 H -10.1285 -0.0581 5.9351
99 H -5.1856 -1.1677 7.0307
100 H 7.5866 2.5696 -3.9803
101 H 6.8765 -2.7324 -2.0721
102 H -2.8005 -4.2633 1.5530
103 H 8.2042 -1.5793 -2.1859
104 H 2.2295 -0.2097 -0.1762
105 H -1.5959 2.0002 -8.0776
106 H -9.6587 0.4506 2.9477
107 H 2.5627 0.2418 2.0363
108 H 6.1826 -0.6932 -3.3310
109 H -2.1535 -3.4745 -3.1311
110 H 3.8906 3.8560 4.7667
111 H -11.2160 0.4310 3.7649
112 H 4.8574 -0.8060 -0.5721


[2]
Molecular formula: C13H33N11O8P
Method: DFT, ωB97M-V with the def2-TZVPD basis set

Summary:
* M: 502.450 g/mol
* F_max: 2.38 eV Å⁻¹
* lowest unoccupied orbital energy: -3.1 eV
* Kohn-Sham gap: 0.3017 Ha
* charge: +1

Geometry (Å):
1 P -1.9611 -0.8022 4.1804
2 O -4.6769 -2.3404 2.7067
3 O -4.1737 -0.3945 -2.9035
4 O 4.3491 2.6467 -3.8987
5 O 0.2751 -0.8425 2.2141
6 O 0.6991 -0.1672 -4.1942
7 O 5.9728 -0.0295 1.3079
8 O -1.5471 -2.3003 4.7811
9 O -6.2607 -3.7764 2.7736
10 N 6.8634 1.8621 0.4239
11 N -5.3086 1.3282 -3.8318
12 N -5.3898 -3.4406 2.0959
13 N -2.5382 -1.1723 0.1804
14 N -1.4332 0.3364 -3.6207
15 N 4.1308 4.3053 -2.3663
16 N 5.7982 0.3247 -0.9197
17 N -0.4709 1.2762 -5.4931
18 N -5.4693 0.9297 -1.5740
19 N 2.5148 2.6736 -2.5646
20 N -0.9095 -0.9365 1.5650
21 C 6.1986 0.6741 0.3335
22 C 2.7727 -2.1213 1.7640
23 C 1.3042 -0.0557 1.5818
24 C -4.5456 -1.2623 1.7716
25 C 3.7074 3.1721 -3.0089
26 C 3.4190 -2.9360 2.9155
27 C -3.6572 -0.4151 4.7930
28 C 2.6324 -0.6241 2.1135
29 C -2.0691 -0.9611 2.3371
30 C -1.2218 -1.0750 0.3018
31 C -4.9354 0.5604 -2.7751
32 C -0.3329 0.4420 -4.4241
33 C -3.0767 -1.1257 1.4542
34 H 5.3043 -0.5425 -1.0154
35 H 2.9469 -2.5981 3.8435
36 H -4.9724 -0.3649 2.2133
37 H -5.9297 2.1123 -3.7589
38 H -6.0933 1.7064 -1.4582
39 H 1.3423 -0.1288 0.4898
40 H -2.2951 0.8219 -3.7748
41 H 2.6147 -0.5159 3.2021
42 H -3.5845 0.1581 5.7180
43 H -3.0442 -1.2959 -0.6937
44 H 4.4788 -2.6737 2.9508
45 H 1.2586 1.0004 1.8662
46 H 1.8034 -2.6013 1.5670
47 H 3.3575 -2.2632 0.8488
48 H -1.3091 1.7846 -5.6986
49 H -4.9407 1.0812 -4.7329
50 H 1.9812 3.0922 -1.8275
51 H 3.2574 -4.0034 2.7680
52 H 0.3218 1.3762 -6.1014
53 H 7.0576 2.4512 -0.3633
54 H 5.9655 0.8836 -1.7373
55 H 3.6169 4.7560 -1.6339
56 H 2.1668 1.8387 -3.0053
57 H -4.2183 0.1867 4.0764
58 H -1.3596 -0.2683 -2.8288
59 H 7.1720 2.1465 1.3350
60 H -4.1874 -1.3465 5.0132
61 H -1.1346 -2.7692 4.0409
62 H 3.5012 -0.1210 1.6670
63 H 5.0070 4.6967 -2.6587
64 H -5.0677 -1.5940 0.8635
65 H -5.2207 0.3855 -0.7719
66 H -0.4622 -1.0997 -0.4675


[3]
Molecular formula: C2H4N2O4S
Method: DFT, ωB97M-V with the def2-TZVPD basis set

Summary:
* energy relative to the best compared isomer or geometry (same formula, charge and spin): 0.861 eV
* structure (SMILES): O=NOCN(S)C(=O)O
* M: 152.131 g/mol
* F_max: 0.75 eV Å⁻¹
* lowest unoccupied orbital energy: -0.4 eV
* Kohn-Sham gap: 0.3250 Ha
* charge: 0

Geometry (Å):
1 S -0.8229 -1.8096 -1.1647
2 O -1.4103 -0.5492 1.4838
3 O 2.6689 -0.3155 1.7761
4 O 1.1959 0.6829 0.5487
5 O -1.8311 1.4154 0.5189
6 N -0.6463 -0.1331 -0.6982
7 N 2.5764 0.2291 0.7660
8 C 0.7608 0.3057 -0.7484
9 C -1.3098 0.1756 0.5423
10 H -1.9806 1.6510 -0.4086
11 H 0.8496 1.1486 -1.4409
12 H 1.3638 -0.5268 -1.1194
13 H -1.4144 -2.2741 -0.0557


[4]
Molecular formula: C14H44N4O8
Method: DFT, ωB97M-V with the def2-TZVPD basis set

Summary:
* energy relative to the best compared isomer or geometry (same formula, charge and spin): 5.094 eV
* structure (SMILES): NC(N)=O.NC(N)=O.CC(C)O.CC(C)O.CC(C)O.CO.CO.CO
* M: 396.526 g/mol
* F_max: 9.71 eV Å⁻¹
* lowest unoccupied orbital energy: 0.3 eV
* Kohn-Sham gap: 0.3211 Ha
* charge: 0

Geometry (Å):
1 O -3.1868 -5.0361 -1.4812
2 O 1.7792 3.4089 1.2608
3 O -3.2228 -0.4451 0.2098
4 O 2.4862 1.5819 -0.5402
5 O -2.7328 2.3569 -2.0442
6 O 1.1192 -1.7671 1.8998
7 O -2.7068 3.1299 0.6408
8 O 0.6282 -4.3851 -2.3932
9 N -1.3748 0.5729 1.2118
10 N -3.7758 -2.7531 -1.2812
11 N -1.2558 -1.5511 0.7078
12 N -1.6898 -3.2291 -1.5012
13 C 2.3092 0.2089 -2.2692
14 C 1.6162 4.1559 3.5038
15 C 1.2062 -1.3331 3.1938
16 C -2.8818 -3.7131 -1.3912
17 C 0.5942 1.9629 -1.8492
18 C -1.5188 3.7879 1.0288
19 C -1.9568 -0.4551 0.7018
20 C 2.0282 3.1669 2.4658
21 C 1.3172 1.8619 2.7238
22 C 1.5852 1.0269 -1.2172
23 C -4.1278 2.2659 -2.0482
24 C 2.6122 -4.9391 -1.5712
25 C 1.6572 -3.8381 -1.9662
26 C 1.5022 -2.9501 -0.7662
27 H -0.3498 -1.6211 1.1798
28 H 1.6302 -0.2821 -2.9572
29 H 3.5542 -4.5211 -1.2272
30 H -0.1318 2.3119 -1.1262
31 H -3.5278 -1.8271 -0.8732
32 H 0.4952 -0.5741 3.4508
33 H -1.4378 -2.2111 -1.6742
34 H 2.8922 -5.4881 -2.4242
35 H 0.5872 4.4829 3.3258
36 H 0.9442 -2.1861 3.7878
37 H 2.1702 5.0389 3.4088
38 H -4.4168 2.5829 -3.0322
39 H 2.1132 -3.2161 -2.7112
40 H -0.9868 -3.9471 -1.6962
41 H -1.5768 -2.3501 0.1828
42 H 1.5052 1.1159 1.9668
43 H 2.4772 -2.6591 -0.3632
44 H -4.4358 1.2259 -1.8562
45 H -0.7068 3.4599 0.4668
46 H 0.2212 2.1039 2.6368
47 H 1.0492 0.1919 -0.6182
48 H 0.0282 1.4869 -2.6182
49 H 0.6192 -4.1821 -3.3242
50 H 2.0342 2.1399 0.1428
51 H 1.5852 4.2789 1.1728
52 H 0.8432 -2.0711 -0.8862
53 H -1.2058 3.5519 2.0508
54 H 1.8662 3.7269 4.5068
55 H 2.2892 -5.5051 -0.7212
56 H -4.7388 -3.0411 -1.3442
57 H 2.2602 -0.9701 3.3358
58 H -1.5818 4.9189 1.0498
59 H 2.8092 -0.6651 -1.8302
60 H 1.0152 2.8899 -2.2972
61 H 1.6112 1.5179 3.7388
62 H -1.9358 1.3969 1.2088
63 H -0.4798 0.3949 1.5138
64 H 1.6782 -2.5311 1.8308
65 H 0.9732 -3.4581 -0.0132
66 H 3.0732 2.9129 2.5998
67 H -2.7018 2.9739 -0.3012
68 H -4.6218 2.9769 -1.3822
69 H 2.9502 0.8509 -2.8242
70 H -2.4528 1.6829 -2.6872


[5]
Molecular formula: CH9O3S
Method: DFT, ωB97M-V with the def2-TZVPD basis set

Summary:
* energy relative to the best compared isomer or geometry (same formula, charge and spin): 0.201 eV
* M: 101.147 g/mol
* F_max: 0.94 eV Å⁻¹
* lowest unoccupied orbital energy: 3.9 eV
* Kohn-Sham gap: 0.2667 Ha
* charge: -1

Geometry (Å):
1 S -1.0321 -0.7911 -1.3993
2 O -0.1213 2.2107 -1.3394
3 O 2.4225 0.2182 3.0760
4 O 1.3406 0.1469 0.5123
5 C -1.9464 -1.4957 0.0396
6 H -2.8553 -1.9924 -0.3154
7 H -2.2854 -0.6986 0.6998
8 H 0.8443 -0.3640 -0.1787
9 H 1.6934 0.7370 3.4484
10 H 1.1526 1.0532 0.2365
11 H -1.3005 -2.2389 0.5001
12 H 0.4860 2.0612 -2.0705
13 H 2.1160 -0.0674 2.1955
14 H -0.6081 1.3487 -1.2438


[6]
Molecular formula: C2H6N2S6
Method: DFT, ωB97M-V with the def2-TZVPD basis set

Summary:
* energy relative to the best compared isomer or geometry (same formula, charge and spin): 0.772 eV
* structure (SMILES): SC(S)(S)/N=N/C(S)(S)S
* M: 250.486 g/mol
* F_max: 3.91 eV Å⁻¹
* lowest unoccupied orbital energy: -0.1 eV
* Kohn-Sham gap: 0.3323 Ha
* charge: 0

Geometry (Å):
1 S 1.3915 1.1006 -2.8340
2 S -2.4933 -0.7158 1.2351
3 S -0.4173 -1.2629 -2.5964
4 S 1.8904 -1.2289 -0.8086
5 S -0.0250 -0.2695 3.0224
6 S -1.4170 2.0756 1.8718
7 N -0.0123 0.7003 -0.5264
8 N -0.2505 -0.0505 0.3986
9 C 0.8152 -0.1780 -1.7987
10 C -0.9291 0.2415 1.5716
11 H 3.0202 -0.7098 -1.3531
12 H -0.3424 2.5013 2.4661
13 H 0.7563 -1.0085 2.3859
14 H -1.5988 -0.4876 -2.2757
15 H -2.8559 -0.9849 2.4165
16 H 2.4681 0.2772 -3.1752